145
Properties=species:S:1:pos:R:3:forces:R:3:mulliken_charge:R:1 method="wB97M-V/def2-TZVPD" smiles="C[C@]1(COO)OS(=O)(=O)[C@@](CCCS)(CCSc2nnco2)[C@@H](P(=O)(O)O)[C@@]1(Cc1ccccc1)S(C)(=O)=O.CCOC(=O)OC.CCOC(=O)OC.CCOC(=O)OC.CCOC(=O)OC.CCOC(=O)OC" e_above_lowest_kcal_mol=0.0
C -2.133757 -1.121340 3.290399 0.3 0.9 0.5 -1.93
C -2.784111 -2.498217 2.874631 -1.5 1.0 2.5 1.72
C -3.963391 -2.633121 3.978206 1.3 0.6 1.6 -2.08
O -4.322745 -3.972737 4.253324 -1.0 0.4 -2.2 0.03
O -4.113001 -4.191265 5.606710 0.6 -0.1 2.2 -0.54
O -1.901686 -3.530070 3.425909 0.8 0.1 -2.1 -0.42
S -0.466484 -3.751423 2.739299 4.5 -2.8 2.0 1.39
O 0.626771 -2.893209 3.224929 -2.6 0.7 -1.0 -0.74
O -0.046271 -5.121755 3.042295 -2.0 1.2 -1.1 -0.72
C -0.704253 -3.522280 0.890822 1.3 0.8 0.4 1.08
C -0.043903 -2.119471 0.634476 0.3 1.9 -1.0 -1.85
C -0.135291 -1.599344 -0.873436 -0.2 0.0 -0.1 -0.83
C -0.127558 -0.038787 -0.973713 0.1 1.0 0.4 -0.63
S -0.351657 0.448917 -2.759568 0.1 0.1 0.1 -0.25
C 0.275689 -4.481770 0.058968 0.3 -0.8 -0.2 -1.57
C -0.252738 -4.833868 -1.393425 -0.2 -0.4 0.2 0.01
S 0.761013 -6.284550 -1.983928 -1.3 -0.6 -0.5 -0.23
C -0.512803 -7.398063 -2.627092 -0.4 -1.6 0.1 0.61
N -0.544390 -8.763534 -2.653479 -0.4 3.9 -0.1 -0.42
N -1.750836 -9.027452 -3.210008 -2.7 -0.3 -1.4 -0.34
C -2.465256 -7.943806 -3.534167 4.1 -1.7 2.0 0.02
O -1.649599 -6.883266 -3.148808 -0.6 1.0 -0.3 -0.22
C -2.227982 -3.771046 0.666214 -0.9 -0.1 -2.0 -3.72
P -2.700009 -5.586416 0.921595 -1.4 -3.3 2.1 0.72
O -3.117907 -5.939751 2.296241 0.2 1.2 -1.3 -0.69
O -1.523519 -6.708974 0.572234 -0.5 1.5 -1.0 -0.49
O -3.875616 -5.924761 -0.249129 2.0 0.5 0.7 -0.51
C -3.248842 -2.706153 1.374700 1.9 0.1 -1.2 3.33
C -3.151271 -1.415118 0.424065 -0.4 1.4 -0.3 -0.80
C -4.243165 -0.307157 0.493587 -2.6 2.2 -0.7 0.19
C -4.635252 0.485164 1.645657 -0.8 0.4 -0.9 0.63
C -5.674182 1.528544 1.607063 0.2 -0.6 -1.8 -0.95
C -6.365865 1.866760 0.371766 2.1 -2.2 -0.2 -0.58
C -5.970255 1.093926 -0.824072 0.5 0.2 2.0 -0.80
C -4.966958 0.056600 -0.751209 0.1 0.5 1.1 -0.53
S -5.042758 -3.193136 1.141901 -5.8 -1.4 1.6 1.79
C -5.431098 -3.246521 -0.675422 0.6 -0.8 -0.8 -1.11
O -6.026378 -2.258607 1.721562 2.4 1.2 -1.0 -0.74
O -5.493537 -4.473127 1.680724 2.5 0.0 -1.1 -0.66
H -1.222624 -1.306954 3.928154 -0.9 -0.1 -0.8 0.38
H -2.806704 -0.522789 3.973653 0.4 -0.7 -0.9 0.53
H -1.826006 -0.411176 2.495041 -0.3 -0.7 0.3 0.40
H -3.452503 -2.292942 4.930060 -0.4 -0.3 -1.1 0.67
H -4.795591 -1.905720 3.828387 0.3 -0.9 -0.4 0.43
H -4.766411 -4.855714 5.901827 0.1 0.4 -0.9 0.31
H -0.387068 -1.278299 1.285849 0.0 -1.0 -0.3 0.39
H 1.061584 -2.156727 0.847702 -1.3 -0.4 0.1 0.97
H -1.083018 -1.983809 -1.345223 1.0 0.4 0.2 0.17
H 0.749780 -1.964577 -1.468524 -1.0 0.2 0.5 0.82
H -0.956930 0.467038 -0.413866 0.6 -0.7 -0.3 0.24
H 0.827947 0.411760 -0.586689 -0.8 -0.7 -0.4 0.51
H -0.303714 1.828463 -2.810879 0.0 -1.0 0.7 0.08
H 0.552254 -5.405686 0.642711 -0.8 0.8 -0.7 0.70
H 1.278407 -4.001404 -0.132151 -1.2 0.0 0.6 0.62
H -1.320314 -5.154845 -1.429054 0.9 0.2 0.1 0.01
H -0.113190 -4.012265 -2.136570 -0.1 -0.6 0.8 0.65
H -3.474676 -7.851412 -3.970423 1.0 0.2 0.4 0.37
H -2.429631 -3.640661 -0.441185 0.3 -0.1 1.1 1.49
H -1.900603 -7.543532 0.241629 0.2 0.4 0.2 0.34
H -3.917629 -6.899140 -0.318005 -0.3 0.6 0.1 0.37
H -2.217407 -0.822009 0.544533 -0.5 -1.0 0.3 -1.09
H -3.139831 -1.711502 -0.665432 -0.1 0.0 1.3 0.60
H -4.167520 0.309523 2.634174 -0.4 0.1 -0.8 0.23
H -5.959923 2.097185 2.527886 0.5 -0.8 -0.8 0.39
H -7.139833 2.666943 0.314699 0.8 -0.9 0.1 0.39
H -6.451939 1.339104 -1.795131 0.5 -0.4 0.8 0.35
H -4.716707 -0.471544 -1.709356 -0.2 0.5 1.1 0.41
H -5.958566 -4.223186 -0.867409 0.7 0.9 0.7 0.44
H -6.142517 -2.441770 -0.971450 1.0 -0.3 0.6 0.43
H -4.502036 -3.290920 -1.307582 -1.0 0.3 0.5 0.20
C -1.358295 5.362984 4.298648 -0.1 -0.1 0.3 -1.15
C -2.087629 4.429210 3.352720 0.3 0.5 -0.2 -0.13
O -2.474495 3.210604 4.005511 -0.2 -0.2 0.0 -0.27
C -3.505239 3.302272 4.850828 0.2 0.1 -0.1 0.64
O -4.133401 4.299406 5.098957 0.0 -0.2 0.0 -0.56
O -3.709842 2.092433 5.390490 0.0 0.1 -0.2 -0.16
C -4.721414 2.072724 6.398511 -0.3 -0.1 0.3 -0.73
H -0.503168 4.857534 4.752031 0.1 0.0 -0.2 0.29
H -1.007615 6.250747 3.769502 0.0 -0.1 0.0 0.41
H -2.003881 5.687749 5.115448 0.0 0.0 -0.1 0.33
H -1.415623 4.143737 2.541915 -0.1 -0.3 0.1 0.25
H -2.957101 4.909880 2.897650 -0.1 -0.1 0.2 0.31
H -5.661916 2.476806 6.022669 0.1 0.1 0.0 0.33
H -4.387796 2.632157 7.273725 -0.1 0.1 -0.1 0.23
H -4.880500 1.035313 6.688231 0.2 0.0 -0.2 0.24
C 2.710363 6.292321 -3.087465 -0.1 0.3 0.1 -1.17
C 2.019398 5.018511 -2.642401 0.3 0.0 -0.5 -0.12
O 1.416825 5.154196 -1.348920 -0.2 0.0 0.2 -0.34
C 0.293586 5.877452 -1.300412 0.1 0.0 -0.1 0.73
O -0.248446 6.411292 -2.234113 0.0 -0.1 0.2 -0.55
O -0.125003 5.904682 -0.030103 0.1 -0.1 -0.1 -0.29
C -1.269584 6.726916 0.190865 -0.4 0.2 0.1 -0.55
H 3.438950 6.613418 -2.340059 0.1 -0.1 -0.1 0.30
H 3.220141 6.140145 -4.040042 0.0 -0.1 0.1 0.37
H 1.998781 7.109794 -3.209297 0.0 -0.1 -0.1 0.33
H 2.760495 4.223541 -2.551342 -0.2 0.0 0.3 0.31
H 1.274099 4.685279 -3.368446 -0.1 0.2 0.1 0.28
H -2.093713 6.444162 -0.465006 0.1 0.1 -0.1 0.33
H -1.012007 7.777392 0.048714 -0.1 -0.1 -0.1 0.32
H -1.587046 6.583844 1.222663 0.2 -0.1 0.0 0.05
C 4.748978 -3.768304 -6.583692 -0.3 -0.2 0.0 -1.15
C 4.832821 -2.303246 -6.201366 0.5 -0.4 0.1 -0.11
O 3.680929 -1.577466 -6.654280 -0.2 0.2 0.1 -0.39
C 2.554158 -1.789314 -5.968216 0.1 -0.1 -0.1 0.77
O 2.430488 -2.515505 -5.013005 0.0 0.2 -0.1 -0.54
O 1.578539 -1.069990 -6.535008 0.2 -0.1 0.1 -0.35
C 0.292987 -1.293493 -5.957915 -0.4 0.0 0.1 -0.15
H 4.598133 -3.875324 -7.660255 0.1 0.1 0.0 0.28
H 5.661481 -4.294091 -6.298117 0.0 0.1 0.0 0.35
H 3.906692 -4.259776 -6.095137 0.1 0.1 0.1 0.38
H 5.697016 -1.853962 -6.692405 -0.2 0.2 -0.1 0.26
H 4.969134 -2.171824 -5.125760 -0.2 0.0 0.0 0.28
H 0.310818 -1.122717 -4.881826 0.1 -0.1 -0.1 -0.15
H -0.044581 -2.307784 -6.179326 0.1 0.0 0.1 0.29
H -0.403839 -0.589474 -6.410287 0.2 0.0 -0.1 0.22
C 3.211961 7.508425 9.043670 0.0 -0.3 0.1 -1.11
C 1.916454 8.240593 8.752722 0.5 0.2 0.3 -0.17
O 0.957141 7.385049 8.116972 -0.3 -0.1 0.0 -0.35
C 0.373863 6.478298 8.908193 0.2 0.0 -0.1 0.71
O 0.575187 6.331475 10.086649 -0.1 0.0 -0.2 -0.56
O -0.459698 5.746360 8.159154 0.1 0.1 0.0 -0.23
C -1.068874 4.664681 8.863171 -0.2 -0.3 0.1 -0.44
H 3.611641 7.060621 8.131273 0.0 0.2 0.0 0.29
H 3.954098 8.191435 9.460071 0.0 0.0 -0.1 0.36
H 3.059497 6.696707 9.755878 -0.1 0.1 0.0 0.32
H 2.112756 9.054471 8.053892 -0.2 -0.2 -0.1 0.29
H 1.490811 8.684780 9.655169 -0.1 -0.2 0.0 0.31
H -1.583046 5.015360 9.758546 0.2 0.0 0.0 0.31
H -0.317823 3.916647 9.121396 0.0 0.1 0.1 0.33
H -1.801172 4.208060 8.198718 0.1 0.2 -0.2 -0.06
C 11.577169 0.907770 -7.693916 -0.2 0.1 -0.3 -1.09
C 11.317407 -0.373300 -6.925564 0.5 0.3 0.0 -0.18
O 9.989593 -0.865661 -7.152394 -0.2 -0.2 0.0 -0.34
C 9.775738 -1.429929 -8.345639 0.1 0.2 0.1 0.71
O 10.590534 -1.565815 -9.222003 -0.1 -0.1 0.1 -0.56
O 8.490687 -1.801034 -8.406851 0.1 0.0 0.1 -0.22
C 8.101320 -2.321733 -9.677679 -0.2 -0.2 -0.3 -0.65
H 10.821098 1.658247 -7.453356 0.1 0.0 0.1 0.29
H 12.564052 1.306434 -7.453633 -0.1 0.0 0.1 0.35
H 11.530097 0.742844 -8.770939 0.1 -0.1 0.1 0.32
H 11.391939 -0.172456 -5.856302 -0.3 -0.1 0.0 0.29
H 12.054355 -1.143902 -7.162012 -0.2 0.0 -0.2 0.31
H 8.742974 -3.149801 -9.980277 0.1 0.2 0.0 0.31
H 8.120653 -1.528970 -10.426858 0.1 -0.1 0.0 0.32
H 7.080674 -2.691132 -9.590126 0.1 0.1 0.3 0.16